C5H12N | ωB97M-V/def2-TZVPD

CARTESIAN COORDINATES (ANGSTROEM)
1 C -2.74897 0.65696 0.24514
2 C -1.53217 1.09261 -0.05654
3 C -0.29943 0.50914 0.60362
4 C 0.51414 -0.31694 -0.43359
5 C 1.81991 0.38184 -0.74028
6 N 0.90073 -1.63846 0.28590
7 H -3.66618 0.99948 -0.20596
8 H -2.84461 0.01466 1.11669
9 H -1.37178 1.84399 -0.81390
10 H 0.34690 1.27214 1.01574
11 H -0.66769 -0.09081 1.43464
12 H -0.05187 -0.60600 -1.30948
13 H 2.47576 0.44797 0.12228
14 H 2.42553 -0.15984 -1.48568
15 H 1.66592 1.33989 -1.23002
16 H 0.20546 -1.84453 1.00175
17 H 1.78166 -1.45696 0.77060
18 H 1.04670 -2.44516 -0.32091

Atomic forces in eV per Å
0.4 0.2 0.7
0.0 -0.2 0.1
-0.8 0.0 -0.8
0.5 0.1 1.4
0.7 -0.7 -1.6
0.2 0.5 0.0
0.1 0.1 -0.2
-0.2 -0.3 -0.2
0.0 0.1 -0.3
0.1 0.2 0.1
0.1 -0.2 0.1
-0.2 0.1 -0.1
-0.2 0.5 0.4
-0.3 -0.1 0.1
-0.2 0.2 0.4
-0.1 -0.3 -0.1
0.0 -0.2 0.1
-0.1 0.0 -0.1

Results
- total charge = +1
- relative energy (zero: lowest compared OMol25 entry of this formula, charge and spin) (kJ/mol) = 117.3
- LUMO energy (Eh) = -0.1310

Results of the Löwdin charge analysis, in e, for atoms 1 through 8:
1. C 0.035
2. C -0.170
3. C -0.160
4. C -0.288
5. C -0.050
6. N 0.220
7. H 0.069
8. H 0.066


C4H10NO3 | ωB97M-V/def2-TZVPD

CARTESIAN COORDINATES (ANGSTROEM)
1 C 1.94114 0.87274 -0.92012
2 C 1.51359 -0.47938 -1.38900
3 N 0.40268 -1.07955 -0.90170
4 C -0.13375 -1.16689 0.48600
5 C -0.33814 0.19666 1.53616
6 O -1.58454 0.18461 2.02105
7 O 2.09994 -0.93321 -2.37684
8 H 1.31092 1.16324 -0.08133
9 H 1.86783 1.54864 -1.77752
10 H 2.97770 0.79116 -0.59310
11 H 0.05069 -1.75344 -1.55666
12 H -1.18421 -1.23235 0.31374
13 H 0.39744 -1.92238 1.09028
14 H 0.33213 -0.19478 2.32485
15 H -0.09640 1.05950 0.91219
16 H -3.19431 1.72991 0.03949
17 H -2.80268 0.31601 0.52926
18 O -3.56002 0.89952 0.34324

Atomic forces in eV per Å
-0.1 -0.3 1.1
0.0 -0.2 -1.4
0.4 0.5 0.8
0.2 2.1 -0.1
-1.0 -2.7 -0.1
0.3 0.1 -0.7
-0.2 -0.2 0.0
0.3 0.5 -0.2
0.0 -0.1 0.3
0.1 0.2 -0.1
0.1 -0.5 0.0
-0.7 -1.2 0.4
-0.6 -0.1 -0.5
1.0 1.3 -0.1
0.5 0.5 0.4
0.3 0.0 0.1
0.3 0.4 1.0
-1.0 -0.1 -0.9

Results
- total charge = -1
- relative energy (zero: lowest compared OMol25 entry of this formula, charge and spin) (kJ/mol) = 307.0
- LUMO energy (Eh) = 0.1384

Results of the Löwdin charge analysis, in e, for atoms 1 through 8:
1. C -0.010
2. C -0.566
3. N 0.035
4. C -0.121
5. C -0.445
6. O -0.338
7. O -0.027
8. H 0.036


C7H20NO3 | ωB97M-V/def2-TZVPD

CARTESIAN COORDINATES (ANGSTROEM)
1 C 0.24398 -1.46266 -1.48597
2 C 0.67359 -0.08209 -1.03237
3 C 0.57288 0.10111 0.47673
4 C 1.37838 -0.55833 1.29606
5 C -0.47940 1.06372 0.97683
6 C -0.19590 2.48303 0.52279
7 C 0.77849 3.22032 1.02351
8 N -1.14505 -1.75511 -1.01349
9 H 0.24118 -1.52737 -2.56920
10 H 0.90246 -2.21936 -1.07277
11 H 1.71189 0.08053 -1.32100
12 H 0.10682 0.70527 -1.53590
13 H 2.17007 -1.21948 0.95088
14 H 1.34326 -0.46791 2.37922
15 H -1.46751 0.75037 0.62417
16 H -0.50764 1.02613 2.06645
17 H -0.84476 2.88199 -0.24887
18 H 0.96403 4.23390 0.68569
19 H 1.43889 2.85631 1.80591
20 H -1.80597 -1.00775 -1.29126
21 H -1.50703 -2.63168 -1.38427
22 H -1.18261 -1.84318 0.02010
23 H -1.92293 -2.10650 2.38977
24 H -1.24430 -3.43282 2.01429
25 O -1.62591 -2.63301 1.63774
26 H 3.49646 1.20193 0.24800
27 H 4.72422 0.89128 -0.61349
28 O 3.82001 0.61034 -0.43953
29 H -4.12137 0.00528 -1.23059
30 H -3.30112 0.72150 -2.31178
31 O -3.21510 0.11423 -1.56763

Atomic forces in eV per Å
0.1 0.3 -0.1
0.2 0.4 0.4
-0.2 0.0 -0.1
0.4 -0.3 0.4
0.2 -0.1 0.1
-0.2 -0.2 0.0
0.2 0.3 0.0
-0.1 0.1 0.2
0.0 -0.1 -0.1
0.0 -0.1 0.0
0.1 -0.2 -0.1
-0.2 -0.1 -0.1
-0.1 0.1 -0.2
-0.2 0.2 -0.1
0.0 0.1 -0.1
0.0 0.0 0.0
0.1 0.1 0.0
-0.1 -0.1 0.0
-0.1 -0.1 0.0
0.0 -0.1 0.0
0.1 0.0 -0.1
0.1 -0.1 -0.1
0.0 -0.1 0.0
0.0 0.0 0.0
-0.1 0.1 0.0
0.0 0.0 0.0
0.0 0.0 0.0
0.0 0.0 0.0
0.4 0.0 -0.1
0.0 0.0 0.0
-0.4 0.0 0.1

Results
- total charge = +1
- relative energy (zero: lowest compared OMol25 entry of this formula, charge and spin) (kJ/mol) = 0.0
- LUMO energy (Eh) = -0.1029

Results of the Löwdin charge analysis, in e, for atoms 1 through 8:
1. C -0.130
2. C -0.140
3. C -0.339
4. C 0.056
5. C -0.175
6. C -0.173
7. C 0.020
8. N 0.177


C19H47O23S6V | ωB97M-V/def2-TZVPD

CARTESIAN COORDINATES (ANGSTROEM)
1 O -4.39370 -2.04667 -0.38315
2 V -3.66653 -2.79494 0.80836
3 O -4.10342 -2.04103 2.10743
4 C -1.09912 -0.80748 2.39345
5 C -1.33337 -1.06434 0.91092
6 C -0.23419 -0.46932 0.04738
7 O -1.56356 -2.43459 0.63089
8 H -0.19814 -1.26371 2.79895
9 H -2.01722 -0.99192 2.95932
10 H -1.07380 0.27429 2.58660
11 H -2.24492 -0.47523 0.72958
12 H -0.17519 0.61583 0.19131
13 H -0.50868 -0.51137 -1.00972
14 H 0.72740 -0.94662 0.22398
15 C 1.86066 1.99227 1.80004
16 C 1.46991 3.03438 0.80281
17 O 0.15250 3.33610 1.15543
18 S -0.14106 3.11946 2.77400
19 O -1.18885 2.15208 2.94434
20 O -0.30689 4.40014 3.38732
21 O 1.30155 2.41258 3.04393
22 H 2.91407 1.72195 1.82549
23 H 1.33576 1.04291 1.64458
24 H 1.59541 2.67705 -0.22332
25 H 2.12803 3.91053 0.77646
26 C -2.91316 0.64569 5.82779
27 C -2.00348 -0.59717 6.00947
28 O -1.82307 -0.71305 7.40714
29 S -2.96266 0.15689 8.25523
30 O -2.51242 0.71073 9.48862
31 O -4.20718 -0.59611 8.21938
32 O -3.04231 1.29079 7.08719
33 H -3.92459 0.26785 5.65399
34 H -2.62633 1.40823 5.10933
35 H -1.03773 -0.45343 5.52800
36 H -2.52550 -1.44990 5.57873
37 O -2.75192 -2.64615 -5.01163
38 S -1.97813 -2.00888 -3.96777
39 O -1.23598 -2.75034 -2.98343
40 O -0.91615 -1.04335 -4.75957
41 C -1.43260 -0.32667 -5.87846
42 C -0.34825 0.66851 -6.29096
43 C -2.89844 -0.68540 -3.13357
44 H -2.40371 0.14234 -5.70573
45 H -1.55938 -1.07415 -6.66514
46 H -0.84550 1.31995 -7.01690
47 H 0.49123 0.12883 -6.72212
48 H -0.05834 1.40352 -5.54504
49 H -2.60086 -0.65381 -2.08577
50 H -3.95672 -0.93940 -3.06949
51 H -2.75905 0.27785 -3.61619
52 O -0.71921 4.85468 -3.04015
53 S -1.71319 3.88542 -3.40781
54 O -1.29743 2.69665 -4.13846
55 O -2.59253 3.43103 -2.14295
56 C -2.00876 2.43933 -1.30489
57 C -2.75569 2.36453 0.03270
58 C -2.96600 4.77499 -4.37872
59 H -1.00515 2.79428 -1.05575
60 H -2.06971 1.46289 -1.78619
61 H -2.83007 3.34671 0.50030
62 H -2.26295 1.67222 0.71017
63 H -3.79138 2.05873 -0.12890
64 H -3.43439 5.61326 -3.86952
65 H -3.69697 4.04182 -4.71276
66 H -2.46275 5.19413 -5.24879
67 O 4.76882 -2.30268 1.94327
68 S 3.36211 -2.28962 2.16121
69 O 2.45571 -2.90056 1.21963
70 O 3.02404 -2.88081 3.64709
71 C 3.43883 -4.23943 3.82901
72 C 4.26279 -4.36427 5.11029
73 C 2.84720 -0.59785 2.51429
74 H 3.96491 -4.69650 2.98749
75 H 2.58916 -4.92607 3.88051
76 H 3.76729 -3.94903 5.98513
77 H 5.23130 -3.88254 4.97766
78 H 4.43958 -5.43035 5.26286
79 H 3.26006 -0.34121 3.48770
80 H 1.76242 -0.56796 2.56080
81 H 3.21193 0.04617 1.71796
82 O 1.90191 -2.06585 -2.12886
83 S 2.57159 -0.79558 -2.11045
84 O 2.95091 -0.16531 -0.85919
85 O 3.89736 -0.96827 -3.03691
86 C 3.71635 -1.79050 -4.22269
87 C 5.08786 -1.76371 -4.85655
88 C 1.57513 0.38979 -3.00502
89 H 3.06741 -1.35920 -4.98746
90 H 3.37726 -2.77532 -3.91352
91 H 5.26357 -0.76533 -5.26120
92 H 5.14753 -2.49507 -5.66570
93 H 5.95208 -1.95268 -4.21998
94 H 1.25480 -0.12508 -3.90659
95 H 2.28344 1.15239 -3.33560
96 H 0.76841 0.84604 -2.44296

Atomic forces in eV per Å
0.3 -0.7 0.5
3.7 1.8 -0.9
-0.2 -0.4 0.1
-0.4 1.1 0.2
-0.3 0.5 0.6
-0.4 0.2 -0.4
-3.7 -0.6 0.2
-0.2 -0.4 0.1
0.2 -1.0 0.1
0.6 -0.5 -0.5
0.0 -0.1 -0.4
0.1 -0.1 0.5
0.2 -0.7 -0.1
0.0 0.0 -0.1
-0.5 -1.3 -0.5
1.6 0.0 -0.6
-1.6 0.3 1.0
0.4 0.1 -1.1
0.8 1.0 -0.1
0.7 -1.1 -0.3
-0.7 1.6 1.1
-0.1 1.0 0.6
0.1 0.4 -0.9
-0.8 -0.4 0.1
-0.3 0.2 0.7
-1.4 -0.5 0.0
-0.3 1.1 -0.5
-0.3 0.3 1.9
-1.4 -0.7 -2.0
0.4 -0.5 -1.2
1.8 0.8 0.1
0.7 -0.1 1.9
0.1 0.2 -0.7
0.2 -0.2 -0.1
0.1 -0.2 0.2
0.2 -0.2 0.2
0.2 0.3 1.2
0.6 0.9 -0.6
-0.7 0.5 -1.0
-0.4 -0.9 1.6
0.9 -0.1 -0.8
-1.2 0.3 -0.4
-0.6 -0.7 0.5
0.1 0.0 0.3
-0.2 0.3 -0.1
0.4 -0.2 -0.5
0.1 0.2 0.0
0.1 -0.5 0.5
0.5 -0.1 -0.2
0.0 -0.1 -0.4
0.1 -0.1 -0.1
-0.2 -0.6 0.3
-0.4 0.4 -0.9
-0.5 0.9 0.8
-0.3 0.8 -1.2
0.3 -0.3 1.7
-0.6 0.5 -0.7
0.2 -0.6 0.1
0.2 -0.5 -0.3
0.5 0.2 -0.1
0.3 0.0 0.0
0.0 0.0 -0.1
0.1 -0.3 0.0
0.1 -0.3 0.5
-0.1 0.1 0.1
0.3 -0.3 0.1
0.4 -0.3 0.0
-1.7 0.5 0.4
0.8 0.3 0.6
0.4 0.2 -1.2
0.1 -1.3 0.8
0.1 -0.1 -0.7
0.3 -1.1 0.1
0.4 0.8 -0.2
-0.5 0.6 0.3
-0.1 0.0 -0.1
0.0 0.1 0.1
0.0 0.0 0.2
0.1 0.1 -0.1
0.1 -0.2 0.0
0.2 -0.8 0.1
0.3 0.6 0.3
-0.5 -0.3 0.5
0.3 -0.5 -1.1
-1.5 0.8 0.7
1.3 -0.2 0.0
0.6 -0.1 -0.6
1.4 -0.1 -0.9
-0.6 0.2 0.6
0.0 0.0 -0.1
0.0 -0.1 -0.2
-0.1 0.1 -0.1
-0.4 -0.2 0.5
-0.5 0.0 0.1
-0.1 0.2 0.2
0.0 -0.4 0.2

Results
- LUMO energy (Eh) = -0.0914

Results of the Löwdin charge analysis, in e, for atoms 1 through 8:
1. O -0.334
2. V 1.121
3. O -0.314
4. C -0.055
5. C -0.554
6. C -0.037
7. O -0.250
8. H 0.081


C5H6ClF | ωB97M-V/def2-TZVPD

CARTESIAN COORDINATES (ANGSTROEM)
1 C -0.41869 1.67401 -0.94597
2 C 0.62909 0.87266 -0.86955
3 C 1.16509 0.21624 0.32650
4 C 0.44328 -0.65835 0.97532
5 Cl 0.78566 -1.22023 2.63838
6 C -0.77953 -1.33894 0.37386
7 F -0.58573 -1.96791 -0.81909
8 H -0.91296 2.09299 -0.06865
9 H -0.84113 1.96803 -1.89187
10 H 1.09743 0.49835 -1.79102
11 H 2.17937 0.52571 0.70891
12 H -1.57413 -0.58360 0.25106
13 H -1.18774 -2.07897 1.11210

Atomic forces in eV per Å
-0.2 0.4 0.5
0.4 -1.0 -1.3
1.7 1.6 0.9
-0.9 -1.7 0.7
0.2 0.3 -1.0
-1.5 0.3 2.1
0.6 0.0 -0.4
0.1 -0.3 0.0
0.2 0.1 -0.2
-0.2 0.4 0.1
-1.2 -0.2 -0.3
0.3 -0.3 -0.2
0.5 0.5 -0.7

Results
- relative energy (zero: lowest compared OMol25 entry of this formula, charge and spin) (kJ/mol) = 78.5
- LUMO energy (Eh) = 0.0275

Results of the Löwdin charge analysis, in e, for atoms 1 through 8:
1. C 0.014
2. C -0.194
3. C -0.148
4. C -0.611
5. Cl 0.613
6. C -0.259
7. F -0.019
8. H 0.075


C3H6N3O | ωB97M-V/def2-TZVPD

CARTESIAN COORDINATES (ANGSTROEM)
1 O 3.63583 -0.17592 0.74523
2 C 2.42496 -0.03517 0.52663
3 N 1.56592 0.42785 -0.10755
4 N 0.38508 0.45479 -0.70491
5 C -0.70073 -0.32603 -0.20452
6 C -2.09607 -0.14607 -0.65132
7 N -1.67224 0.43074 0.54158
8 H 3.99176 0.08169 1.66383
9 H 0.20807 1.32124 -1.16963
10 H -0.43413 -1.33625 0.19182
11 H -2.44091 0.44605 -1.57175
12 H -2.77803 -1.00986 -0.60892
13 H -2.08950 -0.13306 1.34953

Atomic forces in eV per Å
2.2 -0.8 2.2
-0.6 2.2 -1.1
-1.4 -1.0 0.2
1.0 -0.6 -0.4
-0.4 -1.5 1.1
-1.8 -0.6 -3.8
-0.8 -0.1 3.5
-0.8 -0.5 -1.4
-0.2 0.5 0.0
0.2 1.0 -0.7
1.0 -0.2 1.6
0.7 0.1 0.1
1.0 1.4 -1.2

Results
- total charge = +1
- relative energy (zero: lowest compared OMol25 entry of this formula, charge and spin) (kJ/mol) = 424.1
- LUMO energy (Eh) = -0.1902

Results of the Löwdin charge analysis, in e, for atoms 1 through 8:
1. O 0.256
2. C -0.071
3. N 0.204
4. N 0.079
5. C -0.307
6. C -0.167
7. N 0.025
8. H 0.231